(1)
{
  "formula": "C25H72AsF6O11",
  "method": "ωB97M-V/def2-TZVPD",
  "elements": ["As", "F", "F", "F", "F", "F", "F", "C", "C", "C", "O", "H", "H", "H", "H", "H", "H", "H", "H", "C", "C", "C", "O", "H", "H", "H", "H", "H", "H", "H", "H", "C", "C", "C", "O", "H", "H", "H", "H", "H", "H", "H", "H", "C", "C", "C", "O", "H", "H", "H", "H", "H", "H", "H", "H", "C", "C", "C", "O", "H", "H", "H", "H", "H", "H", "H", "H", "C", "C", "C", "O", "H", "H", "H", "H", "H", "H", "H", "H", "C", "C", "C", "O", "H", "H", "H", "H", "H", "H", "H", "H", "C", "O", "H", "H", "H", "H", "C", "O", "H", "H", "H", "H", "C", "O", "H", "H", "H", "H", "C", "O", "H", "H", "H", "H"],
  "positions_angstrom": [[-0.661, 0.228, 0.712], [0.931, -0.086, 0.098], [-0.140, 1.836, 1.138], [-2.195, 0.564, 1.439], [-1.097, -1.381, 0.304], [-0.193, -0.369, 2.267], [-1.165, 0.787, -0.837], [2.426, 2.900, -1.101], [3.790, 3.107, -1.722], [3.818, 2.688, -3.185], [4.096, 4.516, -1.620], [1.716, 3.545, -1.622], [2.469, 3.097, -0.031], [2.048, 1.881, -1.204], [4.552, 2.537, -1.174], [3.724, 1.605, -3.294], [4.762, 2.954, -3.671], [3.019, 3.195, -3.728], [5.049, 4.613, -1.687], [3.006, 0.718, 3.154], [2.768, 2.072, 3.763], [1.451, 2.135, 4.509], [3.781, 2.236, 4.791], [2.174, 0.507, 2.480], [3.079, -0.069, 3.899], [3.897, 0.712, 2.522], [2.877, 2.893, 3.050], [0.567, 2.071, 3.867], [1.310, 3.100, 5.012], [1.405, 1.354, 5.266], [3.554, 2.973, 5.364], [-1.335, 1.438, -5.707], [-0.819, 1.003, -4.365], [0.705, 0.840, -4.272], [-1.275, 1.897, -3.366], [-2.427, 1.463, -5.698], [-1.028, 0.737, -6.488], [-0.997, 2.418, -6.054], [-1.228, 0.001, -4.164], [1.221, 1.738, -4.603], [1.018, -0.079, -4.772], [0.919, 0.670, -3.212], [-1.158, 1.451, -2.516], [-1.350, -3.416, -3.365], [-2.266, -3.292, -4.572], [-1.765, -2.255, -5.577], [-2.360, -4.561, -5.230], [-0.370, -3.705, -3.753], [-1.685, -4.207, -2.697], [-1.333, -2.449, -2.865], [-3.242, -2.924, -4.230], [-0.860, -2.573, -6.093], [-1.621, -1.288, -5.088], [-2.573, -2.059, -6.291], [-2.418, -4.392, -6.174], [1.247, -3.829, 6.277], [1.808, -2.475, 5.904], [0.997, -1.870, 4.764], [1.809, -1.632, 7.055], [1.788, -4.223, 7.140], [1.340, -4.532, 5.446], [0.178, -3.812, 6.495], [2.846, -2.627, 5.575], [1.122, -0.791, 4.686], [-0.064, -2.025, 4.975], [1.212, -2.314, 3.793], [2.232, -0.807, 6.796], [4.746, -1.577, -2.717], [3.324, -1.214, -2.360], [2.326, -2.028, -3.148], [3.193, -1.401, -0.942], [5.480, -0.894, -2.282], [4.925, -1.600, -3.795], [5.024, -2.560, -2.325], [3.205, -0.149, -2.591], [2.366, -1.736, -4.202], [1.283, -1.881, -2.850], [2.466, -3.105, -3.030], [2.601, -0.702, -0.624], [-3.746, 4.784, 2.192], [-2.459, 4.300, 1.542], [-1.633, 5.416, 0.944], [-1.665, 3.603, 2.500], [-3.543, 5.516, 2.981], [-4.384, 3.988, 2.565], [-4.299, 5.321, 1.413], [-2.822, 3.597, 0.775], [-1.436, 6.174, 1.710], [-2.145, 5.996, 0.164], [-0.696, 5.071, 0.512], [-1.054, 3.027, 2.013], [0.865, -3.950, 0.930], [1.803, -4.833, 0.347], [1.238, -2.925, 0.996], [-0.078, -3.966, 0.383], [0.564, -4.186, 1.961], [2.610, -4.325, 0.226], [-3.483, 1.087, 4.336], [-3.126, -0.202, 3.889], [-3.698, 1.756, 3.498], [-4.374, 1.007, 4.962], [-2.701, 1.572, 4.934], [-2.490, -0.079, 3.170], [-4.057, -0.166, -1.239], [-5.437, -0.186, -1.609], [-3.723, 0.846, -1.023], [-3.842, -0.806, -0.378], [-3.451, -0.628, -2.021], [-5.927, -0.226, -0.783], [-4.280, -3.388, 0.336], [-4.557, -4.577, 1.079], [-5.172, -2.764, 0.214], [-3.461, -2.855, 0.807], [-3.998, -3.649, -0.688], [-5.369, -4.944, 0.720]],
  "forces_ev_per_a": [[0.46, -0.68, 1.11], [0.27, 0.19, -0.19], [0.25, 0.05, -0.21], [-0.40, 0.21, -0.68], [-0.51, -0.19, -0.40], [0.44, 0.16, 0.24], [-0.22, 0.15, -0.18], [0.03, -0.12, 0.00], [0.22, 0.04, -0.28], [0.25, -0.03, -0.13], [-0.10, -0.34, 0.16], [-0.07, 0.13, 0.28], [-0.20, 0.27, -0.05], [0.23, -0.08, -0.13], [-0.10, 0.03, 0.04], [-0.20, 0.14, 0.01], [0.01, 0.11, 0.15], [-0.06, -0.10, -0.01], [0.00, 0.03, -0.05], [-0.09, 0.25, -1.07], [0.18, 0.05, 1.72], [-0.88, 0.52, -0.38], [0.59, -0.15, -0.34], [-0.06, -0.21, 0.08], [0.00, 0.07, 0.12], [0.14, -0.01, 0.22], [-0.15, -0.14, -0.21], [0.18, -0.32, -0.11], [0.30, -0.02, 0.06], [0.01, -0.07, -0.04], [-0.17, 0.08, -0.13], [-0.27, 0.06, -0.71], [0.53, -0.30, 0.42], [-0.68, -0.23, 0.41], [-0.12, 0.06, -0.16], [0.01, -0.01, 0.04], [-0.01, -0.11, 0.12], [0.17, 0.05, 0.43], [-0.05, 0.41, 0.17], [0.15, -0.10, -0.15], [0.15, 0.33, -0.35], [0.19, 0.15, -0.03], [-0.06, 0.29, -0.06], [-0.14, -0.30, -0.83], [0.36, 0.43, -0.24], [-0.71, 0.29, 0.28], [-0.18, 0.04, 0.32], [0.16, 0.20, 0.31], [-0.08, 0.13, 0.13], [0.24, -0.10, 0.27], [-0.18, -0.42, -0.06], [0.08, 0.01, 0.06], [0.20, -0.44, -0.17], [0.20, -0.18, -0.25], [-0.09, -0.05, 0.00], [0.03, -0.32, 0.25], [-0.04, -0.08, -0.67], [-0.47, 0.12, 0.28], [-0.06, -0.12, 0.06], [-0.10, -0.10, -0.04], [0.26, 0.08, -0.03], [0.06, 0.33, 0.20], [0.01, 0.07, 0.04], [0.19, -0.04, -0.07], [-0.02, 0.03, -0.09], [0.11, -0.04, 0.03], [-0.06, 0.03, 0.05], [0.83, -0.32, -0.06], [0.34, 0.10, 0.44], [-0.77, -0.22, -0.16], [-0.10, 0.36, -0.36], [-0.23, 0.18, 0.03], [-0.18, 0.06, -0.01], [-0.31, -0.05, -0.04], [-0.27, -0.13, 0.04], [0.19, -0.29, 0.01], [0.17, 0.37, 0.25], [0.39, 0.06, -0.12], [-0.03, -0.45, 0.13], [0.21, 0.87, -0.27], [-0.33, -0.74, 0.11], [-0.29, 1.02, -0.28], [-0.23, 0.07, -0.01], [0.01, -0.20, 0.11], [0.18, -0.17, 0.09], [-0.11, -0.05, 0.11], [0.51, 0.03, -0.12], [0.28, -0.28, 0.15], [-0.18, -0.41, -0.06], [0.04, -0.15, 0.15], [-0.24, 0.16, 0.21], [-0.74, 0.58, 0.57], [0.16, -0.01, 0.20], [-0.06, 0.02, -0.37], [0.17, 0.12, -0.33], [0.46, -0.51, -0.05], [0.01, -0.09, -0.08], [-0.05, 0.30, 0.02], [0.14, -0.02, 0.07], [-0.05, 0.01, 0.01], [-0.01, -0.09, -0.05], [0.06, -0.13, -0.04], [-0.18, -0.17, 0.20], [0.26, -0.45, 0.18], [0.16, -0.22, 0.14], [0.13, 0.00, -0.11], [-0.23, 0.24, 0.19], [-0.18, 0.39, -0.35], [-0.13, 0.07, -0.10], [-0.32, -0.45, -0.57], [-0.03, 0.30, 0.02], [0.12, 0.17, 0.42], [-0.08, 0.04, 0.13], [0.31, 0.02, -0.04], [0.03, -0.09, 0.05]],
  "e_lumo_ev": 2.34,
  "homo_energy_ev": -7.371,
  "relative_energy_ev": 0.635,
  "charge": -1,
  "e_tot_ha": -4658.4773
}

=====

(2)
{
  "formula": "H2N2",
  "method": "ωB97M-V/def2-TZVPD",
  "elements": ["H", "N", "N", "H"],
  "positions_angstrom": [[0.169, -0.607, 1.134], [-0.415, -0.338, 0.368], [0.206, 0.364, -0.484], [1.291, 0.426, -0.316]],
  "forces_ev_per_a": [[0.96, -0.64, 0.83], [0.50, 2.22, -2.34], [0.48, -1.55, 1.31], [-1.94, -0.04, 0.21]],
  "smiles": "[H]/N=N\\[H]",
  "e_lumo_ev": 0.55,
  "homo_energy_ev": -9.813,
  "relative_energy_ev": 0.167,
  "e_tot_ha": -110.6356
}

=====

(3)
{
  "formula": "C7H9Cl2IrLaNO4",
  "method": "ωB97M-V/def2-TZVPD",
  "elements": ["Ir", "La", "Cl", "Cl", "C", "C", "C", "O", "O", "O", "C", "N", "C", "C", "C", "O", "H", "H", "H", "H", "H", "H", "H", "H", "H"],
  "positions_angstrom": [[-2.061, 3.929, -1.005], [-1.067, 1.273, -0.982], [-0.535, 3.322, 0.790], [-0.026, 2.958, -2.663], [-1.452, -0.763, -3.096], [-3.252, 4.382, 0.352], [-2.672, 4.319, -2.740], [-1.406, -1.331, -4.093], [-3.991, 4.689, 1.204], [-2.995, 4.555, -3.842], [1.759, -2.986, 1.781], [1.746, -1.690, 1.083], [2.996, -0.927, 1.055], [0.638, -1.188, 0.577], [-0.656, -1.928, 0.606], [0.651, -0.014, 0.025], [2.774, -3.153, 2.158], [1.499, -3.828, 1.123], [1.075, -2.996, 2.644], [3.351, -0.753, 0.034], [2.899, 0.031, 1.576], [3.736, -1.536, 1.582], [-1.429, -1.327, 1.119], [-0.995, -2.151, -0.419], [-0.584, -2.886, 1.131]],
  "forces_ev_per_a": [[2.07, 0.74, 0.50], [0.27, -1.72, -1.20], [0.14, 0.15, -0.46], [0.07, -0.41, 0.15], [0.30, -2.11, -4.13], [-6.98, 3.20, 8.83], [-1.75, 2.15, -10.28], [-0.27, 2.19, 4.06], [3.60, -1.53, -4.54], [1.29, -1.13, 6.06], [-0.32, -0.93, 0.38], [-2.28, 0.59, -0.62], [1.05, 0.36, 0.08], [3.78, -2.16, 1.86], [-1.69, 0.60, -0.72], [0.02, -0.42, 0.15], [-0.16, 0.03, -0.08], [0.21, 0.35, -0.05], [0.26, 0.23, -0.17], [-0.19, -0.21, -0.05], [-0.21, -0.13, 0.09], [0.06, 0.40, -0.19], [0.19, -0.25, 0.00], [0.12, -0.01, 0.18], [0.43, 0.06, 0.15]],
  "e_lumo_ev": [-16.11, -20.22],
  "homo_energy_ev": [-22.781, -24.595],
  "spin_multiplicity": 5,
  "relative_energy_ev": 1.929,
  "charge": 4,
  "e_tot_ha": -1682.2472,
  "s_squared": 6.02
}

=====

(4)
{
  "formula": "C25H20BrN6O4RhS2",
  "method": "ωB97M-V/def2-TZVPD",
  "elements": ["Rh", "Br", "C", "C", "C", "C", "N", "C", "C", "H", "H", "H", "H", "H", "H", "H", "O", "S", "N", "N", "C", "C", "C", "C", "C", "C", "N", "C", "C", "C", "C", "N", "C", "C", "H", "H", "H", "H", "H", "H", "H", "H", "H", "O", "S", "O", "N", "C", "O", "C", "C", "C", "C", "C", "C", "H", "H", "H", "H"],
  "positions_angstrom": [[0.094, 1.660, -0.232], [-2.218, 2.393, -0.799], [-0.838, 1.991, 5.983], [-0.657, 1.874, 4.500], [-0.036, 0.773, 3.922], [0.123, 0.712, 2.553], [-0.322, 1.682, 1.748], [-0.922, 2.753, 2.283], [-1.099, 2.877, 3.644], [-0.415, 1.134, 6.505], [-1.897, 2.060, 6.235], [-0.354, 2.895, 6.355], [0.340, -0.037, 4.533], [0.637, -0.106, 2.069], [-1.259, 3.509, 1.587], [-1.580, 3.766, 4.029], [3.813, 2.547, -0.544], [3.377, 1.328, 0.137], [1.946, 0.959, 0.188], [-0.911, -5.259, -1.760], [-1.564, -6.467, -1.646], [-1.356, -7.709, -2.236], [-2.230, -8.715, -1.876], [-3.274, -8.494, -0.963], [-3.475, -7.259, -0.384], [-2.603, -6.228, -0.734], [-2.575, -4.913, -0.317], [-1.567, -4.373, -0.943], [-1.172, -2.971, -0.792], [-1.956, -2.127, -0.010], [-1.593, -0.806, 0.129], [-0.493, -0.304, -0.445], [0.268, -1.103, -1.197], [-0.042, -2.433, -1.400], [-0.125, -5.062, -2.352], [-0.553, -7.884, -2.940], [-2.109, -9.700, -2.309], [-3.933, -9.315, -0.714], [-4.278, -7.082, 0.319], [-2.845, -2.510, 0.469], [-2.197, -0.106, 0.689], [1.144, -0.645, -1.635], [0.617, -3.022, -2.021], [0.487, 5.894, 0.401], [1.482, 4.880, 0.217], [2.291, 4.514, 1.341], [0.806, 3.539, -0.460], [1.280, 3.255, -1.673], [0.906, 2.149, -2.145], [2.183, 4.287, -2.216], [2.785, 4.367, -3.456], [3.631, 5.441, -3.698], [3.866, 6.400, -2.720], [3.258, 6.318, -1.472], [2.425, 5.246, -1.246], [2.598, 3.611, -4.206], [4.119, 5.532, -4.660], [4.535, 7.224, -2.932], [3.438, 7.061, -0.707]],
  "forces_ev_per_a": [[0.26, -0.15, -0.09], [0.04, -0.02, -0.01], [0.00, 0.00, 0.02], [0.00, 0.00, -0.02], [-0.01, 0.00, 0.00], [-0.02, 0.03, 0.01], [0.01, -0.13, -0.07], [0.00, 0.02, 0.01], [-0.01, 0.00, -0.01], [0.00, 0.00, 0.00], [0.00, 0.00, 0.00], [0.00, 0.00, 0.00], [0.00, 0.00, 0.00], [0.00, 0.01, 0.01], [0.00, -0.01, 0.01], [0.00, 0.00, 0.00], [0.15, -0.14, 0.08], [-0.21, 0.27, -0.34], [-0.07, -0.34, 0.59], [0.01, 0.04, 0.01], [-0.06, -0.01, 0.04], [0.00, -0.02, -0.01], [0.03, 0.00, -0.02], [-0.02, 0.01, 0.02], [0.00, -0.02, 0.00], [0.05, -0.03, -0.06], [0.02, 0.07, 0.02], [-0.04, -0.10, 0.00], [0.01, 0.10, 0.02], [0.02, -0.05, -0.05], [-0.05, 0.06, -0.01], [0.04, 0.05, 0.03], [-0.02, 0.04, 0.03], [0.00, -0.02, 0.00], [0.00, 0.00, 0.00], [0.00, 0.00, 0.00], [0.00, 0.00, 0.00], [0.00, 0.00, 0.00], [-0.01, 0.00, 0.00], [-0.01, 0.00, 0.00], [0.02, 0.00, 0.00], [0.01, -0.02, -0.01], [0.00, -0.01, 0.00], [0.01, 0.00, 0.05], [-0.10, 0.01, 0.01], [0.00, 0.01, -0.07], [0.26, 0.19, -0.09], [-0.45, 0.19, 0.21], [0.09, 0.08, -0.21], [0.08, -0.10, -0.16], [-0.04, -0.01, 0.04], [0.02, 0.00, -0.01], [0.01, 0.00, -0.01], [-0.01, -0.01, 0.04], [-0.01, 0.00, 0.00], [0.00, -0.01, 0.00], [0.00, 0.00, 0.00], [0.00, 0.01, 0.00], [0.00, 0.01, 0.00]],
  "e_lumo_ev": -0.68,
  "homo_energy_ev": -8.667,
  "relative_energy_ev": 0.062,
  "e_tot_ha": -5075.2146
}

=====

(5)
{
  "formula": "C4H11NOS",
  "method": "ωB97M-V/def2-TZVPD",
  "elements": ["C", "C", "C", "S", "N", "C", "O", "H", "H", "H", "H", "H", "H", "H", "H", "H", "H", "H"],
  "positions_angstrom": [[1.073, 0.086, 1.834], [-0.091, -0.092, 0.806], [0.241, 0.779, -0.351], [0.075, 2.559, 0.086], [-0.232, -1.514, 0.402], [-0.914, -1.984, -0.751], [-0.152, -2.298, -1.971], [2.041, -0.243, 1.419], [1.249, 1.134, 2.100], [0.804, -0.410, 2.759], [-0.893, 0.112, 1.559], [-0.511, 0.481, -1.154], [1.230, 0.477, -0.708], [-1.122, 2.669, -0.491], [0.578, -2.120, 0.578], [-1.526, -1.217, -1.209], [-1.607, -2.798, -0.441], [-0.791, -2.651, -2.599]],
  "forces_ev_per_a": [[0.37, -0.40, -0.54], [1.30, -1.18, 2.47], [-2.20, -0.11, -1.34], [0.22, -0.46, -0.51], [1.37, -0.68, -0.16], [-1.52, 0.65, -0.98], [0.74, -0.45, 1.29], [-0.33, -0.32, 0.25], [-0.47, -0.04, -0.23], [0.35, -0.38, 0.16], [-0.45, 0.59, -1.77], [1.18, 1.01, 0.60], [-0.05, 0.46, 0.01], [-0.12, 0.20, 0.00], [-0.39, 0.63, 0.22], [-0.80, 0.59, 1.01], [0.77, -0.07, -0.53], [0.02, -0.04, 0.04]],
  "smiles": "C[C@@H](CS)NCO",
  "e_lumo_ev": 0.82,
  "homo_energy_ev": -8.980,
  "relative_energy_ev": 2.102,
  "e_tot_ha": -687.1321
}

=====

(6)
{
  "formula": "C5H9N",
  "method": "ωB97M-V/def2-TZVPD",
  "elements": ["C", "N", "C", "H", "H", "H", "C", "C", "C", "H", "H", "H", "H", "H", "H"],
  "positions_angstrom": [[0.553, 1.667, 0.326], [-0.451, 1.419, 1.032], [0.095, 2.832, 1.050], [1.273, 1.141, -0.289], [-0.517, 3.537, 0.510], [0.539, 3.212, 1.976], [1.109, -2.040, -0.343], [-0.082, -1.583, 0.028], [-1.147, -1.130, -0.921], [1.822, -2.373, 0.402], [1.405, -2.135, -1.389], [-0.332, -1.540, 1.091], [-0.805, -1.148, -1.961], [-2.045, -1.758, -0.846], [-1.415, -0.102, -0.665]],
  "forces_ev_per_a": [[0.04, -0.27, 0.69], [0.41, -0.16, -0.28], [-0.22, 0.51, -0.01], [-0.18, 0.02, -0.04], [-0.04, 0.33, 0.03], [0.03, -0.34, -0.32], [-0.04, -0.06, 0.11], [0.06, -0.29, -0.12], [-0.01, 0.12, -0.07], [0.06, 0.02, -0.06], [-0.13, 0.09, 0.20], [0.09, 0.04, -0.26], [0.01, -0.07, 0.16], [0.15, 0.19, 0.05], [-0.23, -0.15, -0.10]],
  "smiles": "C1=NC1.C=CC",
  "e_lumo_ev": 1.12,
  "homo_energy_ev": -9.561,
  "relative_energy_ev": 3.050,
  "e_tot_ha": -250.5549
}